This record from OMol25 describes a cluster of 2 separate species, C8H19PS2 in total at a distorted geometry. The level of theory is the ωB97M-V functional and the def2-TZVPD basis.

Positions of all 30 atoms, in Å:
C1 0.06 2.19 0.81
C2 1.06 2.53 -1.53
C3 1.81 -1.56 -0.63
C4 -0.74 -2.09 -1.27
C5 0.00 0.26 -0.97
C6 0.01 -1.24 0.93
C7 0.80 1.47 -0.38
C8 0.33 -1.19 -0.50
P1 -1.78 -0.99 1.50
S1 -2.75 -2.72 1.73
S2 -1.43 -0.11 3.35
H1 0.49 1.66 1.71
H2 0.42 3.21 0.95
H3 -1.02 2.05 0.98
H4 1.47 3.43 -0.99
H5 -0.02 2.63 -1.79
H6 1.67 2.11 -2.39
H7 2.00 -2.45 -0.15
H8 2.39 -0.91 -0.01
H9 2.16 -1.37 -1.59
H10 -0.59 -3.07 -0.73
H11 -0.29 -2.23 -2.24
H12 -1.68 -1.56 -0.95
H13 0.24 0.32 -2.02
H14 -1.04 0.34 -0.78
H15 0.32 -2.19 1.31
H16 0.58 -0.45 1.46
H17 1.70 1.10 0.09
H18 -3.40 1.23 0.37
H19 -2.79 -0.39 3.72

## Properties
Charge ... 0
Molecular weight ... 210.348 g mol⁻¹
Energy relative to the best compared isomer or geometry (same formula, charge and spin) ... 123.26 kcal/mol
Electronic energy ... -39559.211 eV
Gap between HOMO and LUMO (alpha / beta) ... 6.905 / 7.639 eV